Computed, not measured: a single C8H10NP molecule at a distorted geometry, with ωB97M-V with the def2-TZVPD basis set.

total energy = -706.8014 Eh
frontier orbital gap (alpha / beta) = 6.97 / 6.97 eV
LUMO level (alpha / beta) = -0.58 / -0.59 eV
maximum force = 0.09939 hartree/bohr
relative energy (zero: lowest compared OMol25 entry of this formula, charge and spin) = 2.7903 eV
charge = 0

Atoms and positions in Å:
H  -2.099  1.485  -3.630
P  -2.688  1.070  -2.443
C  -1.188  0.517  -1.759
C  -1.240  -0.356  -0.676
C  -0.366  -0.599  0.303
C  -0.681  -1.780  1.197
C  0.796  0.193  0.574
C  1.228  -0.079  2.034
C  1.402  1.127  -0.193
C  1.092  1.330  -1.626
N  0.072  1.061  -2.334
H  -2.148  -0.856  -0.768
H  -0.820  -1.371  2.177
H  0.015  -2.683  1.111
H  -1.543  -2.227  0.805
H  0.428  -0.018  2.768
H  1.982  0.646  2.552
H  1.646  -0.988  2.003
H  2.232  1.756  -0.028
H  1.882  1.772  -2.066

Atom charges from the Mulliken analysis, given in e for atoms 1 to 4: number 1, H, carries 0.008; number 2, P, carries -0.152; number 3, C, carries 0.014; number 4, C, carries -0.580